{"formula": "C33H80ClFN9O12PS", "method": "wB97M-V/def2-TZVPD", "mol_weight_g_mol": 912.5, "homo_ha": -0.3313, "max_force_ev_per_a": 10.20, "e_lumo_ev": -1.57, "symbols": ["C", "C", "C", "Cl", "C", "S", "O", "O", "F", "C", "C", "C", "N", "N", "N", "N", "C", "O", "C", "C", "C", "C", "O", "C", "P", "O", "O", "O", "H", "H", "H", "H", "H", "H", "H", "H", "H", "H", "H", "H", "H", "H", "H", "H", "H", "H", "H", "H", "H", "H", "H", "H", "H", "C", "C", "C", "O", "C", "N", "H", "H", "H", "H", "H", "H", "H", "H", "H", "H", "H", "C", "C", "C", "O", "C", "N", "H", "H", "H", "H", "H", "H", "H", "H", "H", "H", "H", "C", "C", "C", "O", "C", "N", "H", "H", "H", "H", "H", "H", "H", "H", "H", "H", "H", "C", "C", "C", "O", "C", "N", "H", "H", "H", "H", "H", "H", "H", "H", "H", "H", "H", "C", "C", "C", "O", "C", "N", "H", "H", "H", "H", "H", "H", "H", "H", "H", "H", "H"], "positions_angstrom": [[-4.107643, -2.686684, 2.073545], [-2.968275, -2.677563, 0.848082], [-2.169993, -1.261559, 0.704486], [-2.283201, -0.456057, 2.388212], [-0.692431, -1.290969, 0.021318], [-1.103461, -1.683600, -1.770089], [-2.114970, -0.667875, -2.432491], [0.081350, -1.729080, -2.760611], [-1.874290, -3.238057, -1.997796], [0.373500, -2.529046, 0.393517], [0.275761, -3.317374, 1.792081], [1.492750, -3.396858, 2.817999], [1.704688, -4.881061, 3.188764], [2.830986, -2.845578, 2.487518], [1.053351, -2.741740, 4.145470], [1.693704, -2.029147, -0.184976], [1.777898, -0.542801, -0.430030], [2.715947, 0.193991, -1.039548], [0.366840, -0.023103, 0.332416], [0.072156, 1.262169, -0.597975], [-1.552974, 1.915192, -0.292038], [-1.600336, 3.649513, -0.154325], [-1.773006, 2.595891, 1.097835], [1.024658, 0.094574, 1.836215], [0.949335, 1.759835, 2.720815], [2.171308, 1.764090, 3.777501], [-0.489473, 1.905895, 3.754855], [1.152417, 3.191394, 1.776137], [-4.799715, -1.716143, 2.027387], [-3.642050, -2.877996, 3.129153], [-4.836612, -3.586560, 1.783143], [-3.623018, -2.787248, -0.145677], [-2.314319, -3.642151, 0.891334], [-2.883778, -0.577120, 0.032687], [0.110728, -3.379053, -0.407275], [-0.068474, -4.436548, 1.548631], [-0.658199, -2.868501, 2.389207], [0.782378, -5.292415, 3.521939], [2.049179, -5.375329, 2.336940], [3.558703, -3.556811, 2.259022], [3.174930, -2.098319, 3.128432], [0.421051, -3.445100, 4.634123], [1.895022, -2.691267, 4.793494], [1.865381, -2.672485, -0.988812], [0.812845, 2.153875, -0.560039], [-0.066457, 1.004657, -1.756098], [-2.522647, 1.364479, -0.871203], [-0.577652, 4.217513, -0.106089], [-2.629096, 4.073201, -0.523688], [0.512994, -0.682318, 2.587467], [2.176279, -0.228974, 1.876437], [-0.590020, 2.921189, 3.817621], [2.157213, 3.376146, 1.760942], [6.678763, -4.539539, 3.424149], [6.267114, -5.902077, 2.869831], [7.358532, -6.571848, 2.000582], [7.487357, -6.019001, 0.687506], [8.247853, -4.822156, 0.626736], [5.004488, -5.758000, 2.132894], [6.623820, -3.745388, 2.674132], [6.013229, -4.246507, 4.243145], [7.699529, -4.567243, 3.818724], [6.088367, -6.558036, 3.730542], [7.073242, -7.619348, 1.851771], [8.328818, -6.585918, 2.511574], [9.068801, -4.816289, 1.350048], [7.596528, -3.959520, 0.779693], [8.671068, -4.737965, -0.377831], [4.680769, -6.685370, 1.854864], [5.222795, -5.301494, 1.242888], [-6.876139, 3.793700, 1.799835], [-7.590727, 2.464125, 2.033991], [-6.705578, 1.399295, 2.725388], [-5.739649, 0.787719, 1.865528], [-4.564167, 1.556867, 1.662703], [-8.123095, 1.974549, 0.755335], [-6.187651, 3.758268, 0.950747], [-7.604296, 4.582518, 1.582786], [-6.310461, 4.097946, 2.686323], [-8.436729, 2.667693, 2.701747], [-7.358759, 0.585359, 3.059533], [-6.224173, 1.798274, 3.626405], [-4.281490, 2.123798, 2.554808], [-4.699927, 2.225944, 0.810841], [-3.748110, 0.873006, 1.414231], [-8.687327, 1.142650, 0.933368], [-7.331138, 1.617821, 0.213378], [2.950410, 6.146203, -4.147907], [3.075612, 4.852708, -3.345143], [1.720675, 4.150034, -3.088675], [0.921797, 4.763701, -2.072993], [0.190410, 5.899596, -2.508081], [3.782528, 5.135028, -2.088709], [2.586317, 6.982860, -3.544862], [3.927787, 6.443692, -4.542610], [2.273329, 6.017565, -4.998454], [3.691719, 4.165523, -3.937803], [1.930922, 3.137712, -2.725638], [1.145628, 4.032375, -4.015089], [-0.149066, 5.801491, -3.543601], [0.795458, 6.800178, -2.387122], [-0.687154, 6.006729, -1.864841], [3.955613, 4.252480, -1.605739], [3.125168, 5.622244, -1.473351], [-9.203592, 0.882722, -5.182067], [-8.595234, 1.540596, -3.944999], [-7.848616, 0.548812, -3.020712], [-8.706187, -0.274206, -2.224710], [-9.242255, -1.396666, -2.908229], [-9.648410, 2.264135, -3.220175], [-10.124606, 0.336625, -4.959060], [-9.460103, 1.642376, -5.928179], [-8.496977, 0.186691, -5.645375], [-7.859086, 2.272211, -4.299798], [-7.258081, 1.134447, -2.307204], [-7.134063, -0.065529, -3.581750], [-8.539440, -1.812012, -3.636726], [-10.180515, -1.122730, -3.394428], [-9.470774, -2.168785, -2.168659], [-9.219006, 2.786435, -2.455371], [-10.223373, 1.564789, -2.742160], [7.435955, 0.620094, -2.480910], [6.224303, 0.410388, -1.574733], [6.324518, 1.159822, -0.224293], [7.204322, 0.549438, 0.724275], [8.578723, 0.839793, 0.521300], [6.017267, -1.030518, -1.377284], [8.301259, 0.027020, -2.171499], [7.198511, 0.319967, -3.507116], [7.733455, 1.673391, -2.502780], [5.352819, 0.811959, -2.106066], [5.333137, 1.144849, 0.242325], [6.582264, 2.216162, -0.367399], [8.735816, 1.853939, 0.141830], [9.017909, 0.105077, -0.156249], [9.092257, 0.746305, 1.481975], [5.148374, -1.167829, -0.859325], [6.739350, -1.354831, -0.727989]], "forces_ev_per_angstrom": [[-0.610, -0.583, -1.181], [-1.572, -0.402, -0.739], [-1.750, 0.104, -0.285], [1.671, -0.818, -1.248], [0.969, -0.989, 3.314], [-0.544, 3.766, -9.458], [2.838, -3.953, 4.038], [-3.088, -0.848, 4.708], [1.508, 2.619, 1.436], [-0.756, -1.171, -2.794], [-1.869, 0.147, 0.304], [0.976, -1.203, 2.802], [-0.847, 0.668, -0.739], [-0.509, 0.080, -0.198], [0.400, -1.205, -0.034], [-0.500, 1.620, -1.003], [1.792, 0.060, -1.651], [-5.689, -4.859, 3.863], [2.569, 0.670, -3.511], [-3.606, 1.469, -0.331], [0.917, 3.569, 0.664], [-0.366, -4.931, 1.036], [0.524, 0.509, -5.191], [-1.150, -1.130, 0.632], [3.650, 1.615, 5.900], [-4.064, -0.316, -4.275], [2.451, 2.029, -3.158], [0.755, -2.254, 0.877], [1.794, -2.025, 0.263], [-0.950, 0.545, -2.108], [1.672, 1.803, 0.812], [1.586, 0.230, 2.069], [-0.964, 1.979, 0.083], [1.855, -1.420, 1.451], [0.344, 1.655, 1.841], [0.944, 2.580, 0.337], [2.117, -0.845, -1.198], [1.520, 0.558, -0.956], [-0.552, 0.202, 0.980], [-1.037, 0.744, 0.627], [-0.575, -1.233, -0.704], [0.876, 1.301, -0.874], [-1.252, -0.251, -1.303], [0.727, 1.393, 0.787], [-1.240, -1.848, 0.415], [0.612, 0.019, 2.646], [2.822, 1.605, 1.964], [-2.329, -1.223, -0.157], [2.332, -0.600, 1.098], [0.939, 1.835, -1.436], [-2.544, 1.047, -0.360], [0.026, -2.172, -0.060], [-2.140, -0.625, 0.398], [-0.037, 0.135, 0.246], [0.263, 0.264, -0.233], [-0.298, -0.091, -0.190], [0.187, -0.179, 0.602], [-0.181, 0.003, -0.345], [0.007, -0.143, -0.382], [0.029, -0.152, 0.010], [0.051, -0.080, -0.145], [-0.096, 0.017, -0.060], [0.014, -0.043, -0.167], [-0.013, 0.120, -0.115], [0.003, 0.178, 0.012], [-0.087, 0.001, 0.056], [0.174, 0.142, 0.123], [-0.066, -0.131, 0.095], [-0.019, 0.170, 0.131], [0.028, -0.099, 0.210], [-0.055, 0.290, 0.047], [0.424, -0.077, -0.200], [-0.198, -0.212, -0.213], [-0.283, 0.213, 0.544], [-0.043, -0.144, -0.558], [0.082, -0.321, 0.114], [-0.077, -0.106, 0.121], [0.066, -0.166, 0.008], [-0.023, -0.034, -0.091], [0.069, -0.152, -0.024], [0.079, -0.001, -0.130], [0.116, 0.119, -0.089], [0.005, -0.009, -0.070], [0.071, 0.265, 0.095], [-0.562, 0.455, 0.064], [0.003, 0.206, -0.128], [-0.220, 0.140, 0.114], [0.125, 0.126, -0.221], [-0.345, 0.241, 0.169], [0.264, -0.166, 0.187], [0.038, -0.159, -0.490], [0.039, 0.025, 0.356], [-0.255, -0.262, 0.196], [0.016, -0.166, -0.008], [-0.133, -0.072, 0.119], [0.047, 0.016, 0.081], [-0.121, -0.051, 0.137], [-0.033, 0.103, 0.093], [-0.035, 0.174, -0.008], [0.098, -0.002, 0.013], [-0.102, 0.102, -0.201], [0.065, -0.110, -0.032], [0.104, 0.139, -0.125], [0.230, -0.024, -0.203], [0.004, 0.033, -0.284], [-0.269, -0.350, 0.170], [-0.108, 0.234, 0.172], [0.438, 0.043, -0.391], [-0.201, 0.085, 0.322], [0.206, -0.119, 0.289], [0.143, 0.074, 0.070], [0.025, -0.079, 0.171], [-0.065, 0.040, 0.041], [0.003, -0.070, 0.156], [-0.152, -0.061, 0.033], [-0.113, -0.097, -0.090], [-0.025, 0.089, -0.035], [0.040, -0.149, -0.200], [0.107, 0.125, 0.006], [-0.114, -0.010, -0.147], [0.105, 0.216, -0.196], [0.063, 0.057, -0.261], [0.325, -0.045, 0.239], [-0.247, -0.280, 0.034], [-0.094, 0.463, -0.312], [-0.081, -0.318, 0.238], [-0.070, 0.026, 0.394], [-0.138, 0.064, 0.046], [-0.004, -0.002, 0.183], [-0.009, -0.084, 0.013], [-0.011, -0.065, 0.208], [0.116, -0.126, 0.018], [0.186, -0.011, -0.067], [-0.042, -0.053, -0.074], [0.162, 0.164, -0.125], [-0.157, 0.035, -0.030], [0.007, 0.060, -0.242], [-0.116, 0.092, -0.260]]}